Entry 1:
{"formula": "C51H126N11O6", "method": "the ωB97M-V functional and the def2-TZVPD basis", "charge": 9, "elements": ["C", "C", "N", "C", "C", "N", "C", "C", "H", "H", "H", "H", "H", "H", "H", "H", "H", "H", "H", "C", "C", "N", "C", "C", "N", "C", "C", "H", "H", "H", "H", "H", "H", "H", "H", "H", "H", "H", "C", "C", "C", "C", "N", "C", "C", "C", "C", "C", "H", "H", "H", "H", "H", "H", "H", "H", "H", "H", "H", "H", "H", "H", "H", "H", "H", "H", "H", "H", "C", "N", "C", "C", "C", "C", "O", "H", "H", "H", "H", "H", "H", "H", "H", "H", "H", "H", "H", "H", "H", "C", "N", "C", "C", "C", "C", "O", "H", "H", "H", "H", "H", "H", "H", "H", "H", "H", "H", "H", "H", "H", "C", "N", "C", "C", "C", "C", "O", "H", "H", "H", "H", "H", "H", "H", "H", "H", "H", "H", "H", "H", "H", "C", "N", "C", "C", "C", "C", "O", "H", "H", "H", "H", "H", "H", "H", "H", "H", "H", "H", "H", "H", "H", "C", "N", "C", "C", "C", "C", "O", "H", "H", "H", "H", "H", "H", "H", "H", "H", "H", "H", "H", "H", "H", "C", "N", "C", "C", "C", "C", "O", "H", "H", "H", "H", "H", "H", "H", "H", "H", "H", "H", "H", "H", "H"], "positions_angstrom": [[-0.596805, -0.719329, 3.408436], [-0.522516, 0.466740, 2.408194], [0.104049, 0.217083, 1.067031], [0.288510, -0.996519, 0.379739], [0.888341, -0.682424, -0.811898], [0.961080, 0.674049, -0.965473], [0.510862, 1.190070, 0.213035], [1.303906, 1.407959, -2.234730], [-1.168956, -0.451234, 4.295249], [0.396801, -1.042860, 3.721589], [-1.120885, -1.573785, 2.977180], [-0.015502, 1.259989, 2.955019], [-1.568938, 0.777812, 2.438056], [-0.025210, -1.909236, 0.855351], [1.225631, -1.325251, -1.610157], [0.287350, 2.230601, 0.393867], [1.052843, 2.452131, -2.086753], [0.741665, 0.869088, -2.995126], [2.357051, 1.200743, -2.422729], [4.141521, -5.146341, -2.386123], [2.875289, -4.379128, -1.935526], [1.845403, -5.236701, -1.392145], [0.480366, -5.125622, -1.493910], [-0.126833, -6.024391, -0.672792], [0.870566, -6.727925, -0.021716], [2.014586, -6.220660, -0.475010], [0.713086, -7.713602, 1.039492], [3.993833, -5.849871, -3.200123], [4.526322, -5.612755, -1.475871], [4.972427, -4.487996, -2.640519], [2.449732, -3.914818, -2.828867], [3.093795, -3.578033, -1.227045], [-0.008589, -4.396151, -2.118032], [-1.169511, -6.201423, -0.468870], [2.980877, -6.582795, -0.155272], [0.040219, -8.543481, 0.847876], [0.347596, -7.162770, 1.914092], [1.688774, -7.993379, 1.435701], [-2.264610, -2.534577, -1.669441], [-3.620591, -2.225391, -2.315706], [-3.748025, -0.790441, -2.824570], [-2.586210, -0.315173, -3.664003], [-2.882124, 0.816263, -4.615617], [-1.604246, 1.381966, -5.158339], [-1.370138, 2.655920, -4.323051], [-2.786367, 3.284506, -4.374930], [-3.554007, 2.032225, -3.999359], [-3.870139, 0.422205, -5.765251], [-2.312784, -3.543208, -1.252754], [-2.265662, -1.883345, -0.783115], [-1.344762, -2.432486, -2.239411], [-4.445902, -2.413623, -1.634396], [-3.682789, -2.851403, -3.210363], [-3.802116, -0.131413, -1.949278], [-4.677107, -0.695811, -3.386078], [-2.268444, -1.061538, -4.400912], [-1.672686, -0.080940, -3.115454], [-1.702146, 1.826039, -6.152813], [-0.727507, 0.757235, -5.334181], [-0.558357, 3.349640, -4.533854], [-1.263369, 2.413972, -3.257038], [-3.195636, 3.753596, -5.268651], [-2.783749, 4.042829, -3.592726], [-4.631216, 2.110577, -4.144468], [-3.532133, 1.994203, -2.904783], [-4.804291, 0.144660, -5.291842], [-3.384279, -0.385569, -6.311380], [-4.002003, 1.237778, -6.473693], [-1.435693, 3.739609, 3.685195], [-2.688457, 4.343962, 4.290217], [-3.811563, 3.393975, 3.975633], [-2.472530, 4.378033, 5.817451], [-3.088424, 5.672097, 3.578589], [-1.934335, 6.613375, 3.368933], [-1.325397, 6.831786, 4.643206], [-1.005437, 2.853280, 4.144305], [-0.671526, 4.509512, 3.809408], [-1.590502, 3.613105, 2.613100], [-3.964747, 3.292918, 2.904976], [-4.681355, 3.866937, 4.436488], [-3.729153, 2.426745, 4.470758], [-2.499544, 3.326142, 6.084677], [-3.320293, 4.928175, 6.220820], [-1.542365, 4.899156, 6.017378], [-3.845426, 6.003420, 4.290710], [-3.607859, 5.462491, 2.644435], [-2.424710, 7.555118, 3.109740], [-1.257834, 6.221135, 2.609218], [-0.756215, 7.609787, 4.557270], [5.690260, 5.203313, 0.090640], [5.582513, 4.484226, -1.256412], [6.670874, 3.477643, -1.354595], [4.251733, 3.768212, -1.161003], [5.687774, 5.452829, -2.416669], [5.065661, 6.845667, -2.260012], [3.654277, 6.718716, -2.104339], [6.713787, 5.576873, 0.117997], [5.599294, 4.518656, 0.931487], [4.915898, 5.961392, 0.155604], [6.879434, 2.974567, -0.404259], [7.614221, 4.013642, -1.459291], [6.469064, 2.677937, -2.061336], [4.106510, 3.280663, -2.131228], [3.420072, 4.472223, -1.186876], [4.278021, 3.114021, -0.295770], [5.617090, 4.954576, -3.381814], [6.742536, 5.747610, -2.344806], [5.379957, 7.341506, -3.184273], [5.573962, 7.422800, -1.490713], [3.277836, 6.503195, -2.964195], [-7.987101, -1.520830, 0.602736], [-6.868363, -1.658667, 1.651448], [-7.481056, -1.330183, 2.999324], [-6.320194, -3.052679, 1.646539], [-5.827277, -0.615349, 1.269308], [-4.830055, -0.222110, 2.376526], [-3.816198, -1.189838, 2.692036], [-8.634392, -2.382528, 0.746482], [-7.549192, -1.503401, -0.391328], [-8.448383, -0.574679, 0.871473], [-8.283812, -2.075018, 2.999761], [-7.895408, -0.328737, 3.045542], [-6.938743, -1.688569, 3.873190], [-5.403156, -3.100075, 2.234826], [-6.087206, -3.355326, 0.630199], [-7.016128, -3.698692, 2.179320], [-6.394536, 0.253930, 0.934505], [-5.323748, -0.920781, 0.349313], [-5.401595, 0.043364, 3.268195], [-4.308732, 0.679657, 2.033872], [-3.544611, -0.910989, 3.575156], [-4.344224, -6.898072, 5.102147], [-3.462236, -5.642703, 5.088429], [-4.437088, -4.508926, 5.220452], [-2.571691, -5.707777, 6.327216], [-2.655552, -5.642377, 3.797844], [-1.578578, -4.520573, 3.712424], [-0.601174, -4.614906, 4.701351], [-3.769450, -7.818773, 5.030021], [-5.047795, -6.834892, 4.271319], [-4.976044, -6.925963, 5.988953], [-5.142871, -4.340819, 4.408379], [-3.784797, -3.644624, 5.039600], [-4.878242, -4.388096, 6.204802], [-3.103185, -6.201745, 7.139397], [-2.321191, -4.721189, 6.707431], [-1.692902, -6.278413, 6.052359], [-3.424222, -5.489194, 3.043546], [-2.078940, -6.562614, 3.744246], [-2.037668, -3.529187, 3.585346], [-1.033954, -4.601665, 2.757668], [0.233518, -4.201780, 4.472996], [5.838755, -0.319804, 2.089413], [4.796885, 0.371392, 2.953085], [5.235675, 1.790714, 3.192577], [3.498206, 0.403833, 2.130221], [4.665651, -0.604437, 4.148260], [3.624765, -0.083180, 5.148923], [4.047112, 1.153935, 5.694702], [5.950244, 0.131797, 1.104534], [5.558402, -1.355347, 1.906567], [6.762830, -0.277058, 2.662914], [5.696655, 2.162429, 2.281131], [5.932281, 1.712556, 4.026130], [4.396224, 2.416049, 3.478134], [3.267492, -0.620214, 1.833272], [3.773679, 0.825177, 1.161567], [2.795070, 0.961796, 2.736081], [5.660649, -0.448384, 4.564558], [4.371491, -1.583347, 3.788984], [3.479407, -0.812542, 5.951047], [2.641031, -0.047471, 4.660820], [3.260813, 1.509694, 6.128938], [4.532322, 2.901789, -7.117194], [4.305916, 1.482686, -6.689405], [5.536544, 0.641005, -7.001482], [4.134977, 1.396689, -5.173062], [3.128369, 0.731918, -7.322632], [3.114078, 0.597897, -8.838349], [1.991791, -0.237463, -9.134060], [5.388153, 2.884486, -7.785199], [4.648592, 3.645605, -6.331959], [3.639883, 3.229458, -7.652405], [5.433552, -0.434028, -6.867228], [6.351472, 1.024703, -6.387393], [5.885591, 0.767904, -8.026643], [3.300836, 2.068464, -4.960896], [5.075054, 1.758381, -4.767991], [3.842480, 0.380826, -4.921374], [2.283135, 1.292715, -6.914900], [3.080515, -0.276530, -6.913959], [4.006258, 0.069732, -9.186736], [3.018142, 1.475215, -9.480855], [2.094441, -0.540755, -10.046888]], "forces_ev_per_angstrom": [[0.817, -0.494, -1.056], [-0.570, -0.558, 1.769], [0.068, 0.268, -1.398], [0.467, 1.179, 0.621], [-0.524, -1.029, -0.254], [-0.709, 0.626, 2.334], [-0.659, -0.094, -0.313], [0.138, -1.538, 1.167], [0.144, 0.381, -0.037], [-0.043, -0.032, 0.100], [0.027, 0.029, -0.109], [0.538, 0.121, -0.656], [0.016, 0.254, -1.458], [0.257, -0.205, -0.264], [-0.118, -0.142, 0.109], [0.381, 0.088, -0.026], [0.040, -0.001, -0.351], [-0.206, 0.615, -0.218], [0.045, 0.488, 0.004], [0.083, 0.376, 1.459], [0.835, 0.288, -1.809], [-1.288, -2.018, 2.088], [-0.946, 0.555, -0.266], [0.125, 0.070, 0.134], [0.265, 1.133, -1.419], [1.389, -0.431, -0.013], [0.316, 0.660, 1.733], [-0.230, -0.095, 0.150], [0.108, -0.595, -0.332], [-0.358, 0.332, -0.271], [-0.226, 0.031, 0.112], [0.146, -0.163, 0.161], [0.177, -0.126, -0.190], [0.018, -0.105, -0.212], [-0.021, -0.017, -0.037], [0.267, -0.027, -0.553], [-0.482, -0.029, -0.195], [0.083, -0.584, -0.704], [-1.253, 0.095, 1.627], [1.174, -0.003, -1.791], [0.018, 0.582, 0.717], [0.228, -0.644, -1.709], [-1.180, 1.376, -1.062], [1.500, 2.075, -0.841], [-0.846, 0.137, 0.267], [0.688, -0.258, 0.493], [-1.029, 1.101, 2.135], [1.311, -0.705, 0.324], [0.187, -0.085, -0.205], [0.702, 0.062, 0.015], [-0.227, 0.211, -0.353], [0.054, -0.318, -0.029], [-0.545, -0.289, 0.244], [-0.258, 0.130, -0.073], [-0.030, 0.019, 0.092], [-0.108, -0.476, 0.371], [-0.229, 0.381, 0.259], [-0.870, -0.520, -0.167], [-0.489, -0.904, 0.776], [0.052, -0.331, -0.760], [0.203, -0.201, 0.040], [0.713, -0.129, -0.382], [-0.651, -0.047, 0.040], [0.115, -0.471, -0.850], [0.501, -0.602, -0.028], [-0.032, -0.134, -0.236], [-0.299, -0.230, 0.063], [0.050, 0.307, 0.410], [0.382, 1.864, -0.284], [0.906, -2.243, -1.219], [-0.798, 0.733, 1.065], [-0.727, 0.511, -1.220], [0.029, -0.594, 1.329], [-0.892, 0.678, 1.522], [0.382, -0.493, -0.830], [-0.861, -0.178, 0.442], [0.079, -0.061, -0.041], [-0.135, -0.163, 0.034], [0.159, 0.102, -0.012], [-0.278, -0.170, -0.317], [0.534, 0.050, -0.016], [0.177, 0.126, 0.462], [0.100, -0.083, 0.302], [-0.044, -0.079, 0.104], [0.134, 0.731, -0.184], [0.222, -0.340, -0.034], [0.256, -0.038, -0.820], [0.146, 0.336, -0.141], [-0.068, 0.021, 0.342], [0.969, 0.181, -0.640], [-1.716, -0.573, 1.525], [0.999, -0.221, 1.044], [0.144, 0.545, -1.813], [2.246, 1.371, 0.943], [-0.457, -1.345, -1.158], [0.278, 0.239, 0.385], [-0.212, 0.562, 0.192], [-0.146, -0.357, -0.327], [0.210, 0.151, -0.093], [-0.760, 0.102, 0.217], [-0.049, -0.115, -0.847], [0.083, 0.486, -0.514], [0.282, -0.671, 0.300], [0.329, 0.401, 0.748], [-0.116, -0.119, -0.128], [-0.651, -0.238, 0.172], [0.165, -0.363, -0.352], [-0.378, 0.213, -0.055], [-0.632, -0.068, 0.436], [-0.036, 0.432, -0.086], [0.545, -0.222, 1.060], [0.777, 1.035, -0.257], [-1.147, -2.072, -0.435], [0.388, 0.198, 0.699], [0.422, -0.353, 0.203], [-0.449, 0.324, -0.579], [-0.499, 0.190, 0.044], [-0.274, 0.199, -0.184], [-0.009, -0.055, 0.009], [-0.464, -0.125, -0.425], [-0.575, 0.602, 0.241], [0.233, 0.065, 0.003], [0.811, 0.623, -0.267], [0.073, 0.396, -0.082], [-0.364, -0.127, -0.049], [-0.313, -0.115, -0.582], [0.019, 0.231, 0.522], [0.110, -0.486, 0.184], [0.085, -0.010, 0.039], [-0.311, 0.102, -0.125], [0.165, -0.458, 0.034], [-0.333, -0.146, -0.463], [-1.261, -1.436, 1.006], [1.937, 2.081, -0.861], [-0.281, -0.141, 0.213], [0.581, 1.446, 1.069], [0.098, 0.262, -1.406], [-0.418, -0.129, 0.986], [0.235, 0.170, 0.067], [0.265, 0.000, -0.216], [0.394, 0.211, 0.248], [-0.310, -1.249, 0.025], [-0.082, 0.269, 0.613], [-0.012, -0.602, 0.026], [-0.162, -0.164, -0.247], [0.167, 0.113, -0.480], [0.062, 0.023, 0.204], [0.379, -0.360, -0.461], [-0.636, -0.392, -0.037], [-0.208, 0.082, 0.738], [-0.586, -0.595, -0.315], [-0.051, 0.007, -0.216], [0.156, 0.067, 0.239], [-1.278, -1.416, -2.637], [0.171, -0.670, 0.865], [1.967, -0.434, 0.165], [-0.447, 2.829, 1.030], [0.370, -0.520, 0.213], [-0.821, -0.363, -0.796], [-0.007, 0.480, 0.243], [-0.056, -0.030, 0.338], [0.184, -0.114, -0.311], [0.143, -0.116, 0.034], [0.187, 0.574, -0.145], [-0.008, -0.134, 0.154], [-0.520, -0.091, 0.727], [-0.246, 0.774, 0.263], [-0.443, -0.141, -0.418], [-0.015, -1.076, 0.453], [0.508, -0.089, -0.147], [0.349, -0.238, -0.060], [-0.075, 0.332, -0.139], [0.454, 0.299, 0.459], [-0.760, 0.104, -1.115], [0.885, -2.506, 0.777], [1.235, 0.617, -0.272], [-0.544, 0.692, -1.653], [-0.551, 1.388, 0.143], [-0.193, -0.844, -1.265], [0.244, 0.191, 0.665], [-0.067, 0.403, -0.034], [0.345, -0.585, 0.455], [0.142, -0.090, -0.259], [-0.583, 0.139, 0.398], [-0.014, -0.134, 0.082], [-0.450, 0.255, -0.079], [0.114, 0.071, 0.289], [-0.116, -0.227, 0.395], [0.445, -0.059, 0.139], [-0.390, -0.117, -0.490], [0.338, 0.027, 0.096], [0.256, 0.143, 0.277], [0.204, 0.606, 0.710], [-0.192, -0.048, 0.040]]}


Entry 2:
{"formula": "C3H3N5", "method": "the ωB97M-V functional and the def2-TZVPD basis", "de_lowest_ev": 4.691, "charge": 0, "elements": ["H", "N", "C", "C", "N", "N", "N", "C", "N", "H", "H"], "positions_angstrom": [[-2.549095, 0.583697, -0.878772], [-2.122416, -0.372583, -0.692587], [-0.939605, -0.359601, -0.102283], [-0.523792, 0.958660, 0.460548], [0.592902, 1.477528, 0.191672], [1.389569, 0.844981, -0.678787], [2.018285, -0.236792, -0.597961], [1.354855, -1.081318, 0.253553], [0.011943, -1.338225, 0.296391], [-0.979606, 1.600881, 1.345276], [1.746964, -2.077228, 0.402952]], "forces_ev_per_angstrom": [[1.046, -1.405, 0.985], [2.590, -0.812, 0.173], [-2.400, 2.146, -0.147], [-0.539, 2.017, 3.315], [1.061, -1.846, -0.307], [2.216, 3.276, -2.985], [-1.963, 0.929, 1.345], [-4.442, -4.400, -0.685], [1.253, 1.499, -0.505], [-0.178, -1.745, -2.132], [1.355, 0.341, 0.943]]}


Entry 3:
{"formula": "C5H10NP", "method": "the ωB97M-V functional and the def2-TZVPD basis", "de_lowest_ev": 2.792, "charge": 0, "elements": ["C", "C", "C", "N", "H", "H", "H", "H", "H", "C", "P", "C", "H", "H", "H", "H", "H"], "positions_angstrom": [[3.420209, -0.073299, -0.002620], [2.344176, 0.881748, 0.125502], [1.343778, 0.636537, 0.871335], [0.330120, 0.365965, 1.486731], [4.110759, 0.430074, -0.713599], [4.048573, -0.251361, 0.850901], [3.120688, -0.961855, -0.414875], [2.359882, 1.785108, -0.410182], [0.407778, 0.720819, 2.347190], [-2.463147, -1.131465, 0.720493], [-2.561090, 0.533037, 0.377512], [-1.594448, 0.854829, -1.184602], [-2.055932, -1.927712, 0.079124], [-3.013204, -1.569503, 1.541422], [-1.327587, 1.959336, -1.271512], [-2.429081, 0.729690, -2.002808], [-0.755839, 0.247062, -0.989459]], "forces_ev_per_angstrom": [[3.154, 1.905, -0.870], [0.042, 0.342, 0.091], [-1.464, 0.028, 0.313], [-0.279, -1.480, -3.553], [-0.085, -0.784, 0.156], [-0.061, -0.091, 0.746], [-0.669, -2.331, -0.992], [-0.043, 1.046, -0.586], [-0.227, 1.488, 4.740], [-0.319, 1.049, -1.490], [-0.370, -1.268, 1.006], [-3.025, 1.997, -0.294], [0.263, 0.610, 0.138], [-0.104, 0.419, 0.300], [-0.162, -1.461, 0.454], [2.259, -0.537, 1.041], [1.091, -0.933, -1.200]]}


| no. | HOMO energy (eV) |
| --- | --- |
| 1 | -24.9 |
| 2 | -9.7 |
| 3 | -8.4 |